Record 1
C3H6BN | wB97M-V/def2-TZVPD

Geometry as ORCA input:
```
! wB97M-V def2-TZVPD RIJCOSX def2/J DEFGRID3
* xyz 0 1
H -0.713 0.749 1.750
C -1.029 0.679 -0.324
H 0.694 -1.033 -1.556
C 0.978 -0.152 -0.941
B 0.818 -0.624 0.513
H 1.912 0.298 -1.317
N -0.256 0.801 -1.271
H -1.962 1.344 -0.185
C -0.664 -0.002 0.865
H 1.438 -1.308 1.167
H -1.216 -0.753 1.298
*
```

Computed properties:
- HOMO energy (eV) = -9.7
- Kohn-Sham gap (eV) = 10.302
- SMILES = B1CC=NC1
- ΔE to the lowest compared entry with this formula, charge and spin (kcal/mol) = 33.4
- LUMO energy (eV) = 0.63

Atom charges from the Mulliken analysis, given in e for atoms 1 to 8: 0.26 0.01 0.28 -0.45 0.13 0.33 -0.51 0.26



Record 2
C3H6BN | wB97M-V/def2-TZVPD

Geometry as ORCA input:
```
! wB97M-V def2-TZVPD RIJCOSX def2/J DEFGRID3
* xyz 0 1
H 1.282 -1.295 0.807
C -0.671 -1.160 -0.031
C 0.873 -0.808 0.027
H 1.570 -1.133 -0.801
H -1.107 -2.075 -0.212
C -0.695 1.051 -0.061
H 1.475 1.672 0.267
H -0.912 1.685 0.891
B 0.848 0.736 -0.033
N -1.446 -0.160 0.017
H -1.218 1.487 -0.871
*
```

Computed properties:
- HOMO energy (eV) = -9.5
- Kohn-Sham gap (eV) = 10.056
- SMILES = B1CC=NC1
- ΔE to the lowest compared entry with this formula, charge and spin (kcal/mol) = 35.3
- LUMO energy (eV) = 0.54

Atom charges from the Mulliken analysis, given in e for atoms 1 to 8: 0.39 -0.17 -0.59 0.24 0.44 -0.47 -0.05 0.24



Record 3
C3H6BiO4 | wB97M-V/def2-TZVPD

Geometry as ORCA input:
```
! wB97M-V def2-TZVPD RIJCOSX def2/J DEFGRID3
* xyz 2 2
O 0.887 1.498 -0.329
H 2.594 1.396 -1.476
H -1.134 3.120 0.973
O 0.398 3.365 -1.430
C 0.934 2.495 -2.438
H -1.981 2.933 -0.990
C 1.511 1.331 -1.619
O 0.067 3.165 0.847
O -1.580 2.344 -0.340
Bi 1.635 2.200 1.971
H 0.135 2.176 -3.117
H 1.696 3.052 -2.991
C 0.066 2.598 -0.380
H 1.230 0.349 -2.012
*
```

Computed properties:
- HOMO energy (alpha / beta) (eV) = -18.9 / -19.7
- Kohn-Sham gap (alpha / beta) (eV) = 6.837 / 7.853
- ΔE to the lowest compared entry with this formula, charge and spin (kcal/mol) = 0.9
- LUMO energy (alpha / beta) (eV) = -12.02 / -11.83
- expectation value of S² = 0.75

Atom charges from the Mulliken analysis, given in e for atoms 1 to 8: -0.53 0.28 0.59 -0.33 -0.29 0.41 -0.25 -0.70



Record 4
C3H6Br2O | wB97M-V/def2-TZVPD

Geometry as ORCA input:
```
! wB97M-V def2-TZVPD RIJCOSX def2/J DEFGRID3
* xyz 0 1
Br 2.798 -2.483 0.214
H -1.560 0.723 -0.400
Br 2.757 0.444 1.522
H -1.429 2.408 -0.892
H -2.088 2.055 0.641
H -0.500 1.742 0.315
H -1.070 -1.058 -0.874
H 0.055 -2.570 -0.399
C -0.168 -1.493 -0.403
C 1.974 -0.770 0.239
O 0.706 -0.707 0.126
C -1.474 1.709 -0.090
*
```

Computed properties:
- HOMO energy (alpha / beta) (eV) = -8.1 / -8.3
- Kohn-Sham gap (alpha / beta) (eV) = 8.051 / 8.066
- ΔE to the lowest compared entry with this formula, charge and spin (kcal/mol) = 92.9
- LUMO energy (alpha / beta) (eV) = -0.02 / -0.25

Atom charges from the Mulliken analysis, given in e for atoms 1 to 8: -0.15 -0.06 -0.11 0.31 0.33 0.24 0.18 0.26



Record 5
C3H6Br2Si | wB97M-V/def2-TZVPD

Geometry as ORCA input:
```
! wB97M-V def2-TZVPD RIJCOSX def2/J DEFGRID3
* xyz 0 1
Br -3.084 0.675 -0.916
H 0.704 -0.684 -1.886
H 0.180 -1.238 1.148
Si -1.557 0.508 0.577
H 1.826 0.567 0.675
C -0.168 -1.036 0.139
C 1.798 0.258 -0.377
C 0.810 -0.448 -0.877
Br -0.525 2.484 0.789
H -0.779 -1.862 -0.284
H 2.486 0.661 -1.012
H -1.692 0.115 2.023
*
```

Computed properties:
- HOMO energy (eV) = -9.0
- Kohn-Sham gap (eV) = 9.448
- SMILES = C=CC[SiH](Br)Br
- ΔE to the lowest compared entry with this formula, charge and spin (kcal/mol) = 19.7
- LUMO energy (eV) = 0.50

Atom charges from the Mulliken analysis, given in e for atoms 1 to 8: -0.18 0.41 0.37 0.59 0.25 -0.88 -0.89 -0.02



Record 6
C3H6BrCl2OP | wB97M-V/def2-TZVPD

Geometry as ORCA input:
```
! wB97M-V def2-TZVPD RIJCOSX def2/J DEFGRID3
* xyz 0 1
H -0.393 -0.860 -1.446
H -0.556 -2.258 -0.083
P -1.313 1.000 -0.024
C -0.013 -1.413 -0.495
H 0.946 -1.871 -0.485
H 1.313 1.519 1.162
O -1.185 2.251 0.751
C 1.304 0.596 0.445
C 0.007 -0.207 0.456
H -0.125 -0.499 1.415
Cl 1.654 1.279 -1.193
Cl 2.744 -0.346 1.020
H -1.399 1.247 -1.330
Br -2.984 -0.440 -0.193
*
```

Computed properties:
- HOMO energy (eV) = -10.8
- Kohn-Sham gap (eV) = 11.134
- SMILES = C[C@@H](C(Cl)Cl)[P@H](=O)Br
- ΔE to the lowest compared entry with this formula, charge and spin (kcal/mol) = 16.9
- LUMO energy (eV) = 0.33

Atom charges from the Mulliken analysis, given in e for atoms 1 to 8: 0.34 0.32 0.68 -1.12 0.40 0.39 -0.61 -0.13



Record 7
C3H6BrFO | wB97M-V/def2-TZVPD

Geometry as ORCA input:
```
! wB97M-V def2-TZVPD RIJCOSX def2/J DEFGRID3
* xyz 0 1
C 1.292 0.359 -0.205
H 1.947 1.188 -0.116
H -0.664 0.234 1.705
H -0.351 1.518 -0.807
Br -2.634 -0.929 -0.552
H 1.524 -0.149 -1.062
O -0.564 1.060 1.048
H 1.447 -0.316 0.575
F -0.525 -1.630 1.470
H -0.396 -1.357 -1.164
C -0.927 -0.585 -0.701
C -0.148 0.608 -0.192
*
```

Computed properties:
- HOMO energy (alpha / beta) (eV) = -10.3 / -10.3
- Kohn-Sham gap (alpha / beta) (eV) = 8.071 / 8.069
- ΔE to the lowest compared entry with this formula, charge and spin (kcal/mol) = 74.0
- LUMO energy (alpha / beta) (eV) = -2.26 / -2.26

Atom charges from the Mulliken analysis, given in e for atoms 1 to 8: -1.44 0.37 0.45 0.35 0.17 0.41 -0.59 0.38



Record 8
C3H6BrN2O | wB97M-V/def2-TZVPD

Geometry as ORCA input:
```
! wB97M-V def2-TZVPD RIJCOSX def2/J DEFGRID3
* xyz 1 3
H -2.434 0.299 0.396
H -1.984 1.580 -0.839
Br 2.201 -1.724 2.465
C 1.672 -1.180 0.691
H 1.144 -0.461 -1.829
C -1.796 1.120 0.114
N -0.089 0.116 -0.293
C 0.250 0.070 -1.507
H 0.078 -0.281 1.678
O 2.259 -1.451 -0.296
H -0.350 0.563 -2.255
H -1.458 1.772 0.905
N 0.506 -0.424 0.770
*
```

Computed properties:
- HOMO energy (alpha / beta) (eV) = -10.6 / -15.9
- Kohn-Sham gap (alpha / beta) (eV) = 5.219 / 6.010
- ΔE to the lowest compared entry with this formula, charge and spin (kcal/mol) = 53.1
- LUMO energy (alpha / beta) (eV) = -5.36 / -9.88
- expectation value of S² = 2.02

Atom charges from the Mulliken analysis, given in e for atoms 1 to 8: 0.37 0.32 -0.04 0.66 0.36 -1.03 -0.20 -0.15



Record 9
C3H6BrNSi | wB97M-V/def2-TZVPD

Geometry as ORCA input:
```
! wB97M-V def2-TZVPD RIJCOSX def2/J DEFGRID3
* xyz 0 1
Br 2.515 -0.136 1.101
C -0.482 -1.565 1.022
H 0.138 -2.057 1.768
H 0.294 2.297 0.356
Si 0.414 -0.121 0.175
H -0.711 -2.272 0.217
C 0.740 0.125 -3.344
C -0.373 1.549 0.445
N 0.871 0.193 -4.473
H -1.234 1.707 -0.225
H -0.791 1.494 1.448
H -1.379 -1.214 1.511
*
```

Computed properties:
- HOMO energy (alpha / beta) (eV) = -9.4 / -9.3
- Kohn-Sham gap (alpha / beta) (eV) = 6.363 / 6.346
- ΔE to the lowest compared entry with this formula, charge and spin (kcal/mol) = 98.8
- LUMO energy (alpha / beta) (eV) = -3.00 / -3.00

Atom charges from the Mulliken analysis, given in e for atoms 1 to 8: -0.19 -0.97 0.33 0.35 0.75 0.32 -0.34 -0.94